No. 1
Molecular formula: C26H53Cl24NNbO
Method: DFT, wB97M-V/def2-TZVPD

Geometry as ORCA input:
```
! wB97M-V def2-TZVPD RIJCOSX def2/J DEFGRID3
* xyz -1 1
Nb -1.416 -1.797 0.286
Cl -5.652 -6.135 -3.815
Cl 0.835 0.675 -2.901
Cl -1.267 4.700 3.637
Cl 1.687 3.069 3.752
Cl -7.931 -2.265 -5.247
Cl 0.483 4.934 0.481
Cl -0.465 4.013 -2.681
Cl -0.022 -2.635 -3.508
Cl -4.608 2.730 2.620
Cl 6.601 5.484 4.365
Cl 3.891 5.956 0.176
Cl 0.950 1.029 0.923
Cl 4.041 4.280 -2.793
Cl 4.466 -3.485 -4.654
Cl -2.553 -4.706 -3.027
Cl -4.752 4.336 5.634
Cl -4.537 -1.839 -0.874
Cl 3.495 -3.653 -1.353
Cl 4.959 -0.204 3.930
Cl -6.740 -8.831 -2.044
Cl -4.793 -1.145 -5.988
Cl 7.971 0.916 2.879
Cl 3.941 2.130 -0.167
Cl 3.934 5.886 6.442
O -1.923 -3.236 1.763
N -0.009 -4.289 2.808
C 6.512 -1.063 4.066
C -5.390 4.915 4.072
C 7.656 -0.112 4.302
C -3.019 -4.149 -1.336
C 3.645 1.087 1.254
C -4.751 -7.634 -3.493
C 1.894 -0.636 -3.474
C -4.318 -4.763 -0.897
C 2.492 0.152 1.021
C -0.922 -3.724 2.365
C 3.403 -4.939 -2.575
C 4.544 -4.892 -3.558
C 1.174 -1.617 -4.363
C -5.244 -2.275 -4.677
C -5.907 3.790 3.211
C -2.950 -2.605 -1.238
C -5.647 -8.843 -3.453
C 2.729 5.349 -2.231
C -1.100 4.279 -0.028
C 4.152 6.607 4.820
C 4.895 5.693 3.880
C -6.393 -3.163 -5.074
C 0.784 3.712 5.144
C -0.992 3.268 -1.140
C 3.237 6.496 -1.397
C -0.701 3.604 4.926
H 4.025 7.044 -1.908
H 2.398 -0.553 1.846
H -4.022 -7.742 -4.294
H -0.992 2.593 4.650
H 4.514 -5.777 -4.193
H 2.318 -1.135 -2.605
H 1.069 3.122 6.014
H -0.810 -0.522 -0.789
H 2.229 5.734 -3.118
H -4.215 -7.497 -2.556
H -0.266 -3.047 -0.454
H 4.896 6.125 2.881
H 1.093 4.742 5.305
H 0.660 -1.107 -5.175
H 4.673 7.551 4.950
H -2.654 -2.238 -2.221
H 6.656 -1.637 3.154
H 3.158 6.804 4.420
H -4.153 -5.823 -0.676
H -4.370 -2.890 -4.465
H -6.262 -8.910 -4.347
H 2.415 7.177 -1.181
H -1.539 3.805 0.850
H -1.230 3.886 5.835
H 5.502 -4.858 -3.046
H -0.013 -1.490 1.376
H 1.905 -2.305 -4.784
H -6.199 -3.670 -6.015
H 2.024 4.736 -1.673
H -1.722 5.122 -0.322
H -2.551 -0.562 1.088
H 4.558 0.526 1.427
H 7.457 0.543 5.146
H -5.477 -1.686 -3.793
H 3.464 1.734 2.106
H 3.441 -5.884 -2.035
H -0.285 2.478 -0.903
H 8.566 -0.678 4.498
H 2.699 -0.164 -4.036
H -4.594 5.463 3.574
H -6.204 5.600 4.301
H -4.666 -4.286 0.015
H -6.548 -3.907 -4.298
H 6.426 -1.752 4.905
H -6.401 4.206 2.335
H -1.968 2.821 -1.320
H 4.437 4.707 3.834
H -5.077 -4.722 -1.658
H -6.619 3.175 3.756
H 2.617 -0.413 0.099
H 2.436 -4.858 -3.069
H -5.037 -9.742 -3.375
H -2.242 -4.576 -0.707
*
```

For the HOMO-LUMO gap, the calculation gives 0.2710 Ha. For the LUMO energy, the calculation gives 1.78 eV.


No. 2
Molecular formula: C5H5NO2
Method: DFT, wB97M-V/def2-TZVPD

Geometry as ORCA input:
```
! wB97M-V def2-TZVPD RIJCOSX def2/J DEFGRID3
* xyz 0 1
O -3.315 0.810 0.366
O -2.843 2.604 -0.954
N 0.938 -2.081 -0.115
C 0.784 0.179 0.042
C 1.131 -2.899 -0.976
C -3.125 1.725 -0.276
C 0.946 1.421 0.517
C 1.192 -1.067 0.615
H 1.732 -1.183 1.530
H 0.246 -3.432 -1.280
H 1.506 1.637 1.383
H 0.379 -0.090 -0.997
H 0.427 2.376 0.145
*
```

For the HOMO-LUMO gap (spin up / spin down), the calculation gives 0.2944 / 0.2944 Ha. The value obtained for the energy relative to the best compared isomer or geometry (same formula, charge and spin) is 78.0 kcal per mole. For the LUMO energy (spin up / spin down), the calculation gives 0.22 / 0.22 eV.


No. 3
Molecular formula: C5H8N2O
Method: DFT, wB97M-V/def2-TZVPD

Geometry as ORCA input:
```
! wB97M-V def2-TZVPD RIJCOSX def2/J DEFGRID3
* xyz 0 1
O -1.971 -0.258 0.196
N -1.720 1.026 -0.289
N 1.477 -0.377 0.356
C -0.490 1.347 -0.047
C -1.033 -1.378 -0.125
C 0.293 0.346 0.646
C 2.727 0.120 -0.193
C 0.312 -0.699 -0.386
H -0.150 0.027 1.539
H 0.291 -0.356 -1.440
H -1.000 -1.890 0.835
H -0.167 2.344 -0.381
H 3.219 -0.632 -0.688
H 2.492 0.939 -0.893
H -1.451 -1.891 -1.013
H 3.386 0.560 0.637
*
```

For the HOMO-LUMO gap, the calculation gives 0.3609 Ha. As for the SMILES: CN1[C@H]2C=NOC[C@@H]21. The value obtained for the energy relative to the best compared isomer or geometry (same formula, charge and spin) is 141.8 kcal per mole. For the LUMO energy, the calculation gives 0.98 eV.


No. 4
Molecular formula: C7H12N2S2
Method: DFT, wB97M-V/def2-TZVPD

Geometry as ORCA input:
```
! wB97M-V def2-TZVPD RIJCOSX def2/J DEFGRID3
* xyz 0 1
S 3.658 0.154 0.446
S 2.110 0.824 -0.736
N 0.511 -0.325 1.039
N 0.115 -0.842 -1.307
C 0.341 -1.557 1.340
C 0.620 -0.007 -0.367
C -1.959 1.295 -0.989
C -0.107 -2.052 -1.086
C -0.648 1.688 -0.335
C -0.438 2.138 1.133
C 0.136 -2.696 0.316
H -2.595 2.241 -0.967
H -0.783 1.616 1.940
H -2.500 0.440 -0.641
H 3.835 -0.846 -0.324
H 0.882 -3.518 0.188
H -0.812 -3.219 0.578
H -0.705 3.284 1.198
H -1.858 1.219 -2.063
H -0.250 2.504 -0.957
H -0.335 -2.739 -1.906
H 0.136 -1.878 2.359
H 0.648 2.278 1.140
*
```

For the HOMO-LUMO gap, the calculation gives 0.3164 Ha. The value obtained for the energy relative to the best compared isomer or geometry (same formula, charge and spin) is 93.3 kcal per mole. For the LUMO energy, the calculation gives 0.59 eV.


No. 5
Molecular formula: C9H22NSi
Method: DFT, wB97M-V/def2-TZVPD

Geometry as ORCA input:
```
! wB97M-V def2-TZVPD RIJCOSX def2/J DEFGRID3
* xyz 1 1
Si -1.910 0.761 -0.175
N 1.412 -0.195 -0.011
C -3.850 -1.289 0.796
C -2.579 2.305 0.755
C -2.508 -1.035 0.112
C 0.594 0.231 1.188
C -1.823 -2.077 -0.393
C 2.940 -0.564 0.196
C 3.297 -1.225 -1.075
C -1.149 1.493 -1.805
C 3.707 0.655 0.771
H 4.292 -1.719 -1.043
H 4.765 0.274 0.917
H -4.560 -0.494 0.593
H -0.146 2.015 -1.637
H -2.014 -3.167 -0.361
H 0.897 1.237 1.689
H -3.357 1.902 1.496
H -3.858 -1.461 1.905
H -0.815 -1.786 -0.871
H 2.545 -1.936 -1.259
H 3.650 1.442 -0.045
H -3.078 2.995 0.038
H 2.794 -1.474 0.943
H -1.790 2.145 -2.307
H -0.999 0.602 -2.419
H 3.474 0.903 1.752
H -1.703 2.880 1.210
H -4.263 -2.110 0.113
H 3.091 -0.444 -1.903
H 0.921 -0.923 -0.441
H 0.637 -0.635 1.838
H 1.385 0.695 -0.570
*
```

For the HOMO-LUMO gap, the calculation gives 0.3018 Ha. The value obtained for the energy relative to the best compared isomer or geometry (same formula, charge and spin) is 85.1 kcal per mole. For the LUMO energy, the calculation gives -3.44 eV.


No. 6
Molecular formula: C24H27GeN3O5Ti
Method: DFT, wB97M-V/def2-TZVPD

Geometry as ORCA input:
```
! wB97M-V def2-TZVPD RIJCOSX def2/J DEFGRID3
* xyz 3 2
Ge 2.037 0.761 1.418
Ti -0.004 -0.747 0.305
O 0.404 -6.259 3.449
O 0.961 -2.016 -0.546
O 1.441 -6.319 1.477
O 1.751 -4.145 -0.520
O -1.588 -0.014 -0.479
N -0.191 -2.167 1.754
N -0.401 -3.724 3.255
N -3.258 -0.447 -1.911
C 1.138 -3.287 0.014
C 0.614 4.290 4.048
C -4.156 0.910 -3.816
C 0.543 3.223 1.898
C -3.940 -0.480 -3.232
C 1.584 2.111 3.804
C -1.199 0.444 -2.837
C 3.784 0.001 -0.648
C 0.754 -5.739 2.432
C 2.864 1.870 -2.519
C -2.904 1.546 -4.413
C 4.452 0.159 -1.845
C -1.496 -1.556 3.833
C -1.750 1.760 -3.437
C 2.681 0.829 -0.354
C 0.237 4.299 2.704
C 3.988 1.085 -2.778
C 0.334 -4.296 2.246
C 1.256 2.136 2.435
C 0.458 -3.323 1.310
C 1.288 3.204 4.597
C -0.712 -2.460 2.957
C 2.199 1.739 -1.318
C -2.049 -0.033 -1.711
H -1.183 -0.327 -3.614
H -4.881 -0.995 -3.055
H -0.175 0.571 -2.480
H -2.488 -1.975 4.013
H 1.352 2.381 -1.103
H -2.552 0.935 -5.250
H -0.925 2.244 -3.958
H -0.648 -4.253 4.091
H -1.610 -0.572 3.382
H 4.137 -0.732 0.069
H 2.103 1.263 4.237
H -2.050 2.432 -2.627
H 1.650 -5.749 0.716
H -3.338 -1.108 -3.891
H 0.371 5.140 4.673
H 0.259 3.245 0.853
H -1.001 -1.446 4.798
H -3.813 -0.665 -1.090
H 2.690 -0.332 2.263
H 5.328 -0.437 -2.062
H -3.174 2.512 -4.839
H -4.902 0.803 -4.604
H 2.532 2.593 -3.253
H 4.508 1.196 -3.721
H -0.285 5.154 2.297
H 1.577 3.213 5.639
H -4.606 1.556 -3.057
*
```

For the HOMO-LUMO gap (spin up / spin down), the calculation gives 0.2523 / 0.2123 Ha. The value obtained for the energy relative to the best compared isomer or geometry (same formula, charge and spin) is 64.0 kcal per mole. For the LUMO energy (spin up / spin down), the calculation gives -11.21 / -12.06 eV.


No. 7
Molecular formula: C26H39As3CdF5N2O6P2S3
Method: DFT, wB97M-V/def2-TZVPD

Geometry as ORCA input:
```
! wB97M-V def2-TZVPD RIJCOSX def2/J DEFGRID3
* xyz -1 1
Cd -1.508 1.160 -0.273
As 2.112 0.230 -1.068
As -0.935 -1.448 -0.327
As 4.101 -3.876 -0.744
S -1.563 0.511 -3.185
S -0.340 3.345 -0.885
S 1.366 4.397 1.414
P -4.618 1.568 -0.017
P -2.811 1.670 2.552
F -2.252 1.971 -8.880
F -2.276 3.902 -6.954
F -1.975 3.264 -4.382
F -1.915 -0.634 -8.149
F -1.611 -1.304 -5.589
O -2.064 0.463 2.074
O -3.785 0.408 -0.459
O -3.162 1.488 4.133
O -2.323 3.059 2.306
O -6.056 1.769 -0.316
O -3.790 2.934 -0.358
N 0.430 1.994 1.264
N -4.975 3.134 2.093
C -1.928 0.324 -7.208
C 2.285 -3.193 -0.316
C -2.108 2.617 -6.605
C 5.429 -2.728 0.146
C -1.772 0.947 -4.848
C 0.459 3.126 0.612
C 2.578 -0.811 0.556
C 2.368 3.549 3.928
C 2.446 -2.710 2.144
C -1.774 -0.004 -5.875
C 3.365 1.680 -0.654
C 3.255 -0.600 -2.441
C 1.936 -2.187 0.792
C -0.742 -2.572 -1.899
C 1.811 1.301 4.619
C -4.520 1.706 1.842
C 4.185 -5.328 0.583
C 2.435 2.527 4.861
C -1.947 2.267 -5.278
C 0.393 -2.151 0.957
C 1.062 2.087 2.484
C 1.674 3.323 2.746
C -2.467 -2.349 0.472
C -2.098 1.643 -7.586
C 1.124 1.074 3.440
C -5.487 0.712 2.462
H 2.839 4.504 4.120
H 2.008 -3.685 2.377
H 0.618 0.137 3.246
H 1.902 -2.828 -1.266
H 3.241 2.480 -1.383
H -4.086 3.685 2.026
H 2.176 -2.014 2.941
H 0.061 -3.180 1.132
H -3.629 3.042 -1.308
H -2.606 -1.966 1.481
H -5.098 -0.292 2.292
H 3.531 -2.815 2.149
H -2.306 -3.429 0.483
H 1.746 -4.128 -0.118
H 5.544 -1.783 -0.380
H 5.218 -2.532 1.196
H 4.027 -4.969 1.598
H 1.864 0.518 5.365
H 3.665 -0.895 0.610
H -5.653 3.405 1.374
H 4.393 1.311 -0.679
H 4.193 -0.980 -2.037
H -1.678 -2.508 -2.450
H 0.039 -2.193 -2.554
H -5.381 3.239 3.021
H -3.344 -2.097 -0.122
H 3.426 -6.073 0.345
H 5.163 -5.806 0.521
H -5.564 0.860 3.541
H -2.444 1.027 4.587
H 2.731 -1.399 -2.962
H 6.372 -3.273 0.073
H 3.149 2.076 0.336
H -0.537 -3.597 -1.588
H -6.469 0.780 1.993
H 2.277 -0.147 1.371
H 0.149 -1.593 1.867
H 2.969 2.685 5.790
H 3.481 0.179 -3.171
*
```

For the HOMO-LUMO gap, the calculation gives 0.2339 Ha. The value obtained for the energy relative to the best compared isomer or geometry (same formula, charge and spin) is 34.5 kcal per mole. For the LUMO energy, the calculation gives 2.16 eV.


No. 8
Molecular formula: C18H22ClF2N3O4
Method: DFT, wB97M-V/def2-TZVPD

Geometry as ORCA input:
```
! wB97M-V def2-TZVPD RIJCOSX def2/J DEFGRID3
* xyz 0 1
Cl -3.912 8.271 1.268
F 1.508 -6.594 -3.319
F 2.695 -5.749 -1.678
O -1.589 -3.285 -1.559
O 1.887 -3.222 -0.811
O -1.641 3.103 2.233
O 0.410 1.309 2.500
N 1.496 2.251 0.737
N -0.437 -1.527 -0.748
N -2.062 6.442 1.161
C 2.570 1.273 0.634
C 1.399 -5.993 -2.105
C -3.273 6.684 1.588
C 0.270 -4.645 0.289
C -4.100 5.781 2.278
C 0.522 2.196 1.677
C 0.616 -3.843 -0.969
C -0.440 3.333 1.626
C -0.534 -2.819 -1.141
C -3.630 4.512 2.551
C 0.716 -0.815 -0.194
C 0.631 -4.709 -2.239
C 1.573 -0.181 -1.287
C -1.615 -0.684 -0.906
C -0.351 4.585 1.122
C -2.349 4.249 2.103
C 2.706 0.732 -0.785
C -1.607 5.210 1.425
H -5.086 6.094 2.583
H -2.412 -1.254 -1.368
H 3.511 1.739 0.936
H 0.301 -0.055 0.465
H 0.972 -6.716 -1.410
H 1.455 2.988 0.053
H 2.553 -3.918 -0.867
H -4.224 3.779 3.079
H -0.688 -5.150 0.168
H 0.493 5.035 0.626
H 1.304 -1.483 0.427
H 2.844 1.570 -1.475
H -1.940 -0.322 0.072
H -1.375 0.178 -1.533
H 0.208 -3.968 1.142
H 1.047 -5.379 0.504
H 3.647 0.177 -0.809
H 1.989 -0.975 -1.903
H 2.350 0.487 1.353
H 0.902 0.397 -1.930
H -0.392 -4.957 -2.512
H 1.081 -4.132 -3.050
*
```

For the HOMO-LUMO gap, the calculation gives 0.3340 Ha. As for the SMILES: CN(CCCCNC(=O)c1cc2nc(Cl)ccc2o1)C(=O)[C@](C)(O)CC(F)F. The value obtained for the energy relative to the best compared isomer or geometry (same formula, charge and spin) is 9.2 kcal per mole. For the LUMO energy, the calculation gives -0.16 eV.